Here is the ion C2H8N4O with charge +2 at a distorted geometry from the OMol25 dataset. Energies are from ωB97M-V/def2-TZVPD.

The geometry in XYZ format:
```
15
Properties=species:S:1:pos:R:3
C 0.698 -0.331 0.421
C -0.582 2.290 0.346
N 1.192 -1.579 0.160
N -0.460 0.137 -0.688
N 0.542 -2.670 -0.373
N -1.123 1.219 -0.341
O 1.076 0.446 1.253
H -0.016 2.018 1.245
H 0.124 2.700 -0.230
H -1.290 2.973 0.757
H 1.909 -1.864 0.851
H -0.946 -0.539 -1.208
H -0.131 -2.640 -1.135
H 1.066 -3.520 -0.265
H -2.060 1.359 -0.793
```

**Gap between HOMO and LUMO (spin up / spin down)**: 10.25 / 6.00 eV
**Net charge**: +2
**LUMO energy (spin up / spin down)**: -10.613 / -12.753 eV

Here is a structure of composition C4H5CoO2 at a distorted geometry from the OMol25 dataset. Energies are from ωB97M-V/def2-TZVPD.

The geometry in XYZ format:
```
12
Properties=species:S:1:pos:R:3
O -2.637 1.103 -0.255
C -1.589 0.997 0.410
C -1.085 -0.398 0.400
C 0.406 -0.538 0.336
C 1.148 -0.179 -0.734
O 2.449 -0.279 -0.862
Co 3.904 -0.207 0.050
H -0.808 1.777 0.281
H -1.494 -0.882 1.302
H 0.911 -0.981 1.202
H 0.631 0.271 -1.601
H -1.836 -0.685 -0.528
```

**Gap between HOMO and LUMO (spin up / spin down)**: 8.16 / 6.05 eV
**Spin multiplicity**: 6
**Net charge**: +1
**<S²>**: 8.765
**LUMO energy (spin up / spin down)**: -4.160 / -8.122 eV

Here is the molecule C8H15N3O5 at a distorted geometry from the OMol25 dataset. Energies are from ωB97M-V/def2-TZVPD.

The geometry in XYZ format:
```
31
Properties=species:S:1:pos:R:3
C -1.308 -0.557 -0.452
C 0.081 -0.711 -1.138
C -1.196 -0.765 1.023
C -2.424 -0.315 1.810
C -2.158 -0.279 3.293
C 2.366 0.149 -1.088
C 2.846 1.549 -0.579
C 2.693 0.028 -2.568
H -2.546 -1.044 -2.058
H -1.731 -2.257 -1.404
H -1.455 0.592 -0.573
H -0.293 -0.225 1.455
H -1.061 -1.809 1.428
H -2.854 -1.266 1.800
H -3.014 0.517 1.352
H -3.809 0.980 3.817
H -2.519 0.548 4.992
H 0.558 0.659 0.137
H 3.134 -0.532 -0.531
H 2.681 -1.016 -2.823
H 3.687 0.451 -2.906
H 1.920 1.092 -4.004
H 4.029 2.842 -0.861
N -2.264 -1.435 -1.128
N -2.959 0.483 4.046
N 1.083 -0.052 -0.533
O 0.337 -1.529 -2.035
O -1.265 -0.963 3.786
O 2.434 1.948 0.477
O 1.591 0.568 -3.256
O 3.415 2.349 -1.479
```

**Gap between HOMO and LUMO**: 9.80 eV
**SMILES**: NC(=O)CC[C@H](N)C(=O)N[C@@H](CO)C(=O)O
**LUMO energy**: 0.392 eV

Here is a structure of composition C5H12N2O from the OMol25 dataset. Energies are from ωB97M-V/def2-TZVPD.

The geometry in XYZ format:
```
20
Properties=species:S:1:pos:R:3
C 0.859 -0.075 -1.432
C -0.547 0.946 0.400
C -1.673 0.671 1.395
N 0.658 -1.312 0.679
C -0.230 -0.234 -0.518
N 1.856 0.769 -1.266
C -1.294 -0.899 -1.183
O 1.877 -0.733 1.264
H 1.652 -0.663 2.199
H 1.022 -2.075 0.102
H 0.903 -0.713 -2.306
H 2.648 0.774 -1.889
H 1.966 1.235 -0.376
H -0.808 1.804 -0.229
H 0.349 1.218 0.964
H -1.080 -1.583 -1.993
H -2.282 -0.942 -0.753
H -1.783 1.509 2.088
H -1.460 -0.233 1.966
H -2.629 0.536 0.888
```

**Gap between HOMO and LUMO (spin up / spin down)**: 6.37 / 6.84 eV
**LUMO energy (spin up / spin down)**: 0.217 / 0.396 eV

Here is a cluster of 9 separate species, C38H72O10 in total at a distorted geometry from the OMol25 dataset. Energies are from ωB97M-V/def2-TZVPD.

The geometry in XYZ format:
```
120
Properties=species:S:1:pos:R:3
C 2.291 0.110 -1.480
C 2.417 -1.027 -0.680
C 2.555 -2.334 -1.198
C 2.565 -2.495 -2.617
C 2.544 -1.343 -3.440
C 2.394 -0.061 -2.861
C 2.738 -1.464 -4.955
O 2.726 -0.412 -5.611
C 2.858 -2.828 -5.560
C 2.991 -2.871 -6.954
C 2.797 -4.166 -7.555
C 2.702 -5.317 -6.769
C 2.648 -5.293 -5.369
C 2.718 -4.043 -4.761
C 2.663 -3.941 -3.206
O 2.802 -4.937 -2.443
H 2.075 1.059 -1.012
H 2.389 -0.996 0.399
H 2.630 -3.273 -0.670
H 2.262 0.865 -3.403
H 3.046 -1.972 -7.551
H 2.809 -4.297 -8.627
H 2.679 -6.290 -7.238
H 2.652 -6.195 -4.775
C -2.997 -3.564 -2.239
C -1.776 -3.208 -3.042
C -1.845 -1.675 -3.471
O -0.589 -3.191 -2.220
H -2.944 -4.645 -2.111
H -3.911 -3.245 -2.739
H -3.019 -3.075 -1.265
H -1.533 -3.858 -3.882
H -2.028 -1.103 -2.561
H -2.753 -1.485 -4.043
H -1.084 -1.206 -4.095
H -0.525 -3.913 -1.591
C -0.029 2.850 -2.765
C -0.885 1.957 -3.597
C -2.352 2.218 -3.234
O -0.736 2.214 -4.991
H -0.079 2.728 -1.683
H -0.153 3.910 -2.988
H 1.005 2.595 -2.997
H -0.730 0.926 -3.282
H -3.014 1.603 -3.845
H -2.630 3.266 -3.340
H -2.404 1.971 -2.173
H 0.153 2.447 -5.270
C -3.225 -0.044 5.018
C -2.562 -1.345 5.733
C -1.149 -1.122 6.206
O -3.270 -1.599 6.862
H -2.504 0.662 4.605
H -3.826 0.520 5.731
H -3.835 -0.439 4.206
H -2.687 -2.220 5.095
H -0.791 -1.949 6.820
H -0.943 -0.245 6.819
H -0.511 -1.140 5.322
H -2.637 -1.440 7.566
C 3.578 4.222 1.116
C 2.102 4.686 0.875
C 1.816 5.118 -0.552
O 1.130 3.684 0.992
H 3.650 3.366 0.446
H 3.767 3.910 2.143
H 4.286 5.006 0.846
H 1.843 5.509 1.541
H 2.362 6.055 -0.653
H 0.772 5.385 -0.718
H 2.121 4.481 -1.383
H 1.327 3.103 1.730
C 1.620 -3.396 3.067
C 0.961 -4.343 2.107
C -0.341 -4.891 2.670
O 0.571 -3.649 0.962
H 2.401 -2.830 2.559
H 2.179 -3.792 3.915
H 0.940 -2.633 3.448
H 1.640 -5.124 1.766
H -1.030 -5.297 1.930
H -0.871 -4.063 3.140
H -0.233 -5.655 3.440
H 0.125 -4.313 0.431
C -4.012 4.514 -0.330
C -2.598 4.892 0.195
C -2.327 6.378 0.561
O -2.262 4.109 1.299
H -4.229 5.170 -1.172
H -4.820 4.565 0.401
H -4.060 3.464 -0.618
H -1.801 4.565 -0.473
H -2.486 7.110 -0.230
H -1.280 6.399 0.862
H -3.004 6.637 1.376
H -1.420 4.487 1.563
C 0.115 2.123 4.314
C 1.679 2.015 4.057
C 2.340 0.755 4.661
O 1.760 1.744 2.675
H -0.048 2.525 5.314
H -0.368 1.150 4.228
H -0.513 2.741 3.671
H 2.171 2.933 4.377
H 1.876 -0.152 4.275
H 2.287 0.666 5.746
H 3.414 0.643 4.516
H 1.364 0.922 2.376
C -2.192 -1.432 1.268
C -0.980 -0.555 0.906
C -1.369 0.914 0.560
O -0.006 -0.590 1.907
H -2.897 -1.518 0.441
H -2.678 -1.160 2.205
H -1.863 -2.424 1.577
H -0.493 -0.921 0.003
H -2.190 0.904 -0.157
H -0.550 1.426 0.054
H -1.700 1.324 1.514
H 0.273 -1.499 2.036
```

**Gap between HOMO and LUMO**: 8.44 eV
**SMILES**: O=C1c2ccccc2C(=O)c2ccccc21.CC(C)O.CC(C)O.CC(C)O.CC(C)O.CC(C)O.CC(C)O.CC(C)O.CC(C)O
**LUMO energy**: -0.911 eV

Here is a structure of composition C28H48CaF18O24P3 at a distorted geometry from the OMol25 dataset. Energies are from ωB97M-V/def2-TZVPD.

The geometry in XYZ format:
```
122
Properties=species:S:1:pos:R:3
Ca -16.180 1.827 5.788
P -13.111 2.242 4.914
F -13.645 0.734 4.751
F -14.536 2.800 4.334
F -13.899 2.376 6.362
F -12.524 3.751 5.104
F -11.751 1.683 5.576
F -12.490 2.190 3.448
P -15.393 -1.125 7.914
F -14.814 -1.521 6.472
F -16.929 -1.330 7.448
F -15.207 -2.602 8.491
F -16.040 -0.571 9.322
F -13.939 -0.635 8.440
F -15.569 0.405 7.269
P -17.357 0.218 3.297
F -17.681 1.690 3.944
F -18.718 -0.294 3.995
F -18.170 0.483 1.914
F -17.115 -1.269 2.745
F -15.988 0.759 2.651
F -16.525 -0.123 4.650
C -19.230 -2.356 11.300
C -19.058 -2.170 9.805
C -18.666 -3.508 9.091
O -19.480 -3.396 7.911
C -20.498 -2.516 8.093
O -21.344 -2.229 7.313
O -20.317 -1.881 9.253
H -18.355 -2.822 11.747
H -20.064 -3.060 11.373
H -19.563 -1.431 11.767
H -18.300 -1.434 9.542
H -18.921 -4.372 9.711
H -17.605 -3.554 8.873
C -12.156 -3.750 7.394
C -11.728 -4.482 8.641
C -12.748 -4.482 9.807
O -12.820 -5.858 10.181
C -12.260 -6.618 9.226
O -12.292 -7.815 9.233
O -11.662 -5.880 8.303
H -12.402 -2.701 7.595
H -13.031 -4.197 6.924
H -11.336 -3.665 6.680
H -10.812 -3.995 8.981
H -13.738 -4.153 9.490
H -12.366 -3.898 10.641
C -17.974 -6.746 7.830
C -16.648 -6.039 7.591
C -15.360 -6.913 7.759
O -14.618 -6.624 6.573
C -15.354 -5.835 5.768
O -15.000 -5.272 4.779
O -16.611 -5.782 6.197
H -18.226 -6.884 8.884
H -18.108 -7.739 7.384
H -18.827 -6.275 7.332
H -16.639 -5.121 8.174
H -15.645 -7.966 7.796
H -14.812 -6.732 8.681
C -10.615 1.215 8.598
C -9.550 0.174 8.246
C -9.600 -1.110 9.069
O -9.287 -2.114 8.091
C -9.429 -1.616 6.849
O -9.237 -2.181 5.825
O -9.750 -0.298 6.923
H -10.426 1.615 9.594
H -11.589 0.724 8.579
H -10.586 1.987 7.831
H -8.556 0.627 8.304
H -10.622 -1.294 9.413
H -8.879 -1.238 9.871
C -17.807 5.145 8.459
O -16.563 4.968 9.177
C -15.858 3.912 8.821
O -16.059 3.225 7.848
O -14.883 3.734 9.676
C -13.918 2.723 9.382
H -18.354 4.209 8.551
H -17.699 5.417 7.411
H -18.279 5.968 8.986
H -13.315 2.599 10.281
H -13.204 3.131 8.662
H -14.328 1.777 9.038
C -13.332 -0.790 11.355
O -12.817 -0.742 12.663
C -11.946 -1.644 13.064
O -11.550 -2.593 12.459
O -11.590 -1.280 14.303
C -10.555 -2.062 14.899
H -13.727 -1.778 11.088
H -12.606 -0.466 10.612
H -14.264 -0.234 11.250
H -9.573 -1.761 14.544
H -10.736 -3.118 14.695
H -10.664 -1.923 15.972
C -18.982 -7.015 3.473
O -19.070 -5.925 2.571
C -18.709 -4.690 2.953
O -18.498 -3.824 2.176
O -18.638 -4.635 4.281
C -18.145 -3.443 4.900
H -19.660 -6.827 4.304
H -17.948 -7.125 3.811
H -19.191 -7.946 2.950
H -18.836 -2.607 4.999
H -17.361 -3.111 4.217
H -17.719 -3.636 5.877
C -18.822 1.265 9.130
O -19.751 1.858 8.242
C -19.403 2.040 6.975
O -18.359 1.776 6.428
O -20.450 2.611 6.385
C -20.338 3.055 5.052
H -19.324 0.766 9.956
H -18.120 1.985 9.556
H -18.199 0.479 8.701
H -19.320 3.268 4.732
H -20.970 3.922 4.852
H -20.780 2.313 4.381
```

**Gap between HOMO and LUMO**: 9.54 eV
**Net charge**: -1
**LUMO energy**: 1.605 eV